Density functional theory data (wB97M-V/def2-TZVPD) for 12 unconnected molecules or ions with the total composition C45H69F9O36 at a distorted geometry.

The geometry in XYZ format:
```
159
Properties=species:S:1:pos:R:3:forces:R:3
F 20.8197 12.0795 10.2873 0.304 0.396 0.249
H 14.2366 13.0023 18.5763 1.355 1.264 -0.874
O 18.3612 19.6652 20.4690 1.047 -1.897 1.316
H 20.8875 8.4861 14.2681 0.600 -1.136 0.000
C 18.5202 18.4352 19.8302 -0.484 -0.931 -0.026
H 17.3836 17.2350 9.6880 -0.075 -0.170 -0.281
H 18.4651 20.8494 13.5337 0.861 -0.153 0.024
O 15.1573 11.2234 14.8842 -0.554 0.372 -0.446
O 14.4595 12.6569 13.3280 2.920 0.849 -1.780
H 22.7583 11.1219 19.0629 0.100 -0.097 0.418
C 13.0284 16.4689 12.5916 -1.540 0.383 -0.096
O 20.3260 11.4336 20.9354 1.084 0.614 -0.644
C 16.3411 11.9482 6.9678 -1.100 0.113 0.700
C 9.9173 14.5581 13.8338 0.079 0.536 1.180
H 12.8026 13.8005 16.6649 0.705 -0.338 0.042
H 19.7175 7.1111 12.7040 -0.397 0.154 -0.137
C 16.2988 19.4365 15.0860 0.495 1.293 0.599
O 19.0057 18.4384 10.0604 -0.094 0.640 -0.746
C 18.0490 20.5500 19.5699 -1.574 1.381 -1.252
H 12.2489 16.3948 13.3604 0.591 0.438 -0.126
H 10.2744 14.8759 12.8275 0.138 -0.097 0.721
C 19.4674 12.3558 20.2573 -0.181 0.544 0.787
H 19.0297 11.9643 19.3540 0.386 -0.312 -0.435
H 22.0396 18.8018 17.8414 0.528 0.047 0.844
C 21.5954 11.9603 20.8904 0.856 -0.997 1.389
F 19.9865 14.5122 21.0728 -0.242 0.120 0.104
H 23.1402 22.0196 13.1937 0.813 0.006 0.153
F 16.3439 21.2742 12.7828 0.115 0.501 0.120
O 14.5040 15.0409 11.5684 1.962 0.087 1.393
C 21.9461 18.1782 13.4071 1.817 -0.261 1.479
H 18.1760 10.2488 9.7990 -0.446 0.439 0.088
O 8.7778 15.3098 14.2337 0.206 1.622 -0.819
O 17.5309 19.9736 18.4602 -0.049 0.427 -0.528
C 20.3401 13.5867 20.1068 -0.849 1.245 -0.749
C 16.3538 11.7093 14.2789 -0.361 1.512 1.099
O 17.6037 19.5477 14.9054 0.957 -0.558 -0.355
C 14.1149 11.9186 14.3431 -1.187 -1.291 1.799
H 18.3250 18.2335 17.6924 -0.128 0.197 0.018
H 22.9070 19.2953 15.5662 0.361 0.409 -0.041
C 20.5185 10.5017 14.6213 -0.614 0.603 0.332
O 18.6289 17.8201 12.1185 -0.032 1.122 1.251
H 14.0115 14.8951 13.6217 0.388 0.278 -0.667
H 19.9425 13.1112 15.0357 -0.232 -0.064 -0.380
H 15.0384 14.7727 6.6465 0.591 -0.420 0.530
H 18.9498 17.5192 14.8069 -0.033 -1.022 0.084
C 18.4688 15.5467 16.9894 1.709 0.528 1.490
H 20.6609 17.9689 17.2013 0.942 -0.295 -0.581
H 22.7736 17.4352 13.3285 -0.077 0.397 0.133
C 15.7575 14.1316 7.2082 -0.547 0.016 -0.190
H 14.9814 16.3222 13.1686 1.660 0.509 0.185
H 11.6561 13.6813 14.7106 -0.186 0.086 -0.171
H 18.6515 7.9442 11.5206 -0.073 -0.076 1.102
H 23.4353 19.7256 13.3311 2.161 0.080 0.684
O 13.1582 14.3689 9.9407 0.078 0.446 -0.073
C 17.9323 20.8921 14.4665 -0.177 -0.171 0.177
O 15.5695 11.9262 8.0841 1.049 0.926 -0.825
H 23.4912 12.4763 18.1297 -1.173 -0.325 0.262
O 21.6637 20.5781 13.3843 -0.004 0.642 -0.926
H 19.1809 12.7632 16.6119 0.238 -0.059 -0.166
O 21.3934 18.1393 14.7258 0.491 0.047 -0.495
H 21.6693 13.6488 16.6126 -0.812 -0.324 0.264
H 8.1795 17.2906 14.4342 -0.827 -0.187 0.444
C 22.4895 19.5161 12.9554 -1.546 0.106 -1.095
O 18.9936 12.2093 11.6642 1.027 -0.264 -0.489
C 13.3901 15.0592 10.8906 -1.218 -1.393 -1.488
H 22.5683 19.4559 11.8349 -0.053 0.210 0.695
H 15.1836 13.5532 9.3295 0.946 0.165 0.036
C 20.0094 9.0831 14.3448 0.324 1.395 -0.040
H 21.5082 22.6047 13.3857 0.312 -0.454 -0.752
C 8.8526 16.7078 13.8353 -0.305 -0.181 -0.608
H 19.2159 15.8889 14.0316 -0.197 0.434 1.355
O 17.2499 15.6272 16.4641 -0.613 0.442 -1.251
O 15.6751 18.5499 15.5640 -0.078 -1.441 0.139
C 15.1175 13.2622 8.2898 0.209 0.213 0.678
H 22.1070 21.9401 11.7675 -0.329 -0.244 0.378
H 21.5884 20.9519 18.3836 -0.107 0.240 -0.444
H 10.5979 14.1969 15.9797 -0.532 0.387 -1.116
H 12.7756 16.7841 16.4216 0.007 0.094 0.406
O 11.7561 15.6620 15.1562 -0.113 0.811 -0.555
F 16.9207 14.9942 14.3102 0.392 0.407 0.227
H 20.1618 10.5166 11.3320 -0.495 0.137 -0.075
C 16.5871 21.4791 14.1363 -0.021 -2.131 -0.755
H 19.3659 8.7894 15.1689 -0.046 -0.273 0.150
H 21.2815 17.8268 12.6731 -1.683 -0.387 -0.353
O 21.6216 13.2074 20.3877 0.177 -0.661 -0.131
C 14.7727 14.0326 18.4769 -0.602 -1.274 0.977
O 19.6142 11.1001 15.5645 0.353 0.093 -0.363
C 19.7657 11.3767 10.7849 -1.166 -0.128 -0.744
O 19.4487 16.0546 16.1521 -1.547 -1.468 1.068
O 17.6941 13.9713 11.2332 -0.770 1.007 0.171
C 15.8945 12.4379 13.0585 -1.394 -0.402 -0.713
O 20.6151 19.8785 16.8666 0.809 1.284 0.099
H 20.2919 14.1099 19.1538 -0.003 -0.194 0.101
C 21.3023 21.0834 17.3212 -0.899 -1.409 -0.173
C 12.3630 15.7788 16.4191 -1.021 0.436 0.471
O 19.3318 9.1198 13.1127 -1.303 -1.273 -0.957
H 15.7439 14.1212 17.9395 -0.694 -0.727 0.030
H 11.5799 15.6172 17.2197 0.653 0.643 -0.611
C 18.7357 11.1760 9.6309 0.950 -1.054 0.867
C 22.3060 18.4407 15.8319 -1.023 -0.667 -2.539
C 18.8599 7.8071 12.6124 1.970 1.039 -0.412
O 18.0745 21.7115 19.7391 0.278 1.518 0.033
H 9.5842 13.5270 13.7607 -0.079 -0.176 -0.174
H 22.9452 17.5772 16.0214 0.097 -0.062 0.082
H 16.4020 22.5049 14.3557 -0.322 0.570 0.386
O 13.8542 14.9830 18.0237 -0.279 0.315 -0.535
O 12.4933 15.8558 11.4393 -0.882 1.172 0.288
H 18.4208 21.3821 15.2979 0.328 0.105 -0.043
C 22.1331 21.8409 12.8667 -1.175 -0.115 0.963
C 10.9791 14.5141 14.9633 0.357 -1.803 0.189
H 14.2210 14.6918 16.0177 0.383 0.037 -0.517
H 23.2359 10.9478 17.4326 0.245 -1.041 -1.095
F 13.2975 17.8115 12.3281 0.079 -0.975 0.012
C 17.7240 18.5960 18.5324 0.274 -1.557 0.474
C 17.3019 16.0899 15.0908 0.898 -0.967 0.903
C 18.1787 12.9579 10.8909 0.138 -1.551 -1.455
O 12.9869 11.8889 14.7369 0.274 -0.438 0.331
H 19.1577 11.1337 8.6547 0.736 -0.221 -0.594
C 22.7600 11.6092 18.1102 1.453 1.002 0.282
O 16.2814 13.1755 6.3465 0.424 -0.576 -0.052
O 18.6911 15.1833 18.1230 -0.347 0.251 -1.601
H 19.0516 16.5876 9.2020 -0.889 0.200 0.795
O 22.5923 11.4301 21.2922 -1.079 -0.055 -0.226
F 15.9794 11.6299 11.9594 -0.201 -0.267 -0.313
H 16.3850 13.3518 12.7656 -0.169 0.359 0.432
H 22.1386 12.2346 15.8458 -0.188 -0.431 -0.204
H 21.5579 10.5875 14.9960 -0.560 -0.630 -0.116
H 16.7985 17.9972 18.6203 0.113 0.658 -0.298
H 17.0641 10.9440 14.1443 0.652 -1.056 -0.537
C 18.4324 17.1423 9.9522 1.326 -0.191 -0.475
O 17.9848 12.3591 9.6623 -0.263 1.104 1.747
H 16.8035 12.4523 14.9364 0.049 0.007 0.286
H 18.1865 17.6228 20.4708 -0.006 0.107 0.127
F 19.8353 18.2274 19.5703 0.572 0.083 -0.034
H 8.5408 16.9141 12.7594 0.631 -0.662 1.086
O 16.9118 11.0031 6.5656 0.806 -0.542 -0.644
H 18.6581 12.6501 20.9157 -0.179 -0.194 0.226
C 14.2526 15.6457 12.8411 -1.336 -0.345 0.583
H 18.0323 7.3698 13.1528 -0.416 0.338 0.210
H 20.5489 21.8578 17.1971 0.307 0.269 0.160
C 18.9305 18.8798 11.3178 0.806 1.622 -0.935
O 21.4474 11.8924 17.7582 -0.811 0.689 -0.836
C 21.3438 12.5831 16.5121 0.572 0.415 0.402
H 9.7955 17.2078 14.0747 0.409 -0.592 -0.357
O 15.7332 20.5843 14.7844 -2.179 2.148 -0.127
C 21.4316 18.7279 16.9619 -1.941 -0.084 1.794
F 19.7518 15.8994 11.5857 -1.016 1.154 -0.237
H 20.4771 11.0857 13.6896 0.045 -0.127 0.007
H 14.0831 13.2503 8.1735 -1.815 0.038 -0.636
C 19.9453 12.4327 15.8924 0.718 0.142 0.883
C 13.3887 14.7317 16.7046 -0.458 -0.582 0.999
H 17.7236 16.0243 11.6864 0.813 0.620 0.059
C 18.5674 16.6805 11.3773 -0.413 -3.020 -0.059
C 18.8169 16.4159 14.9570 -0.590 1.453 -2.751
F 16.7932 14.9454 7.6219 -0.251 -0.179 0.294
H 14.9780 14.2573 19.5237 0.106 0.329 0.009
H 22.1807 21.2593 16.7023 0.075 0.237 0.000
O 19.1425 20.0302 11.6007 -0.493 -1.794 0.540
H 16.5649 16.8805 14.8967 0.468 -0.315 0.436
```
Positions in Å, forces in eV/Å.

Computed properties:
Structure (SMILES) = O=C1OC[C@@H](F)O1.O=C1OC[C@@H](F)O1.O=C1OC[C@@H](F)O1.O=C1OC[C@@H](F)O1.O=C1OC[C@@H](F)O1.O=C1OC[C@@H](F)O1.O=C1OC[C@@H](F)O1.O=C1OC[C@@H](F)O1.O=C1OC[C@@H](F)O1.COCCOCCOC.COCCOCCOC.COCCOCCOC
Orbital gap = 9.750 eV
LUMO = 0.0081 Eh
Highest occupied orbital energy = -9.529 eV
DFT total energy = -145947.0377 eV